(1)
C5H6O2 | ωB97M-V with the def2-TZVPD basis set

Last column: Mulliken charge in e.
Geometry (Å):
C (-1.59987, -0.75442, -0.10418)  -1.287
C (-0.29912, -0.06084, 0.18530)  0.750
C (0.27926, 1.40984, 0.00083)  -0.661
C (0.89189, 0.18352, -0.63958)  -0.211
C (1.66610, -0.54442, 0.47324)  0.462
O (2.76753, -0.82298, 0.82928)  -0.536
O (0.49646, -0.69240, 1.22324)  -0.382
H (-2.19459, -0.86818, 0.80814)  0.347
H (-1.42490, -1.75880, -0.50831)  0.292
H (-2.17353, -0.18114, -0.83171)  0.328
H (0.67678, 1.78559, 0.93611)  0.249
H (0.01448, 2.23367, -0.69351)  0.280
H (0.88265, 0.12868, -1.71992)  0.367

For the gap between HOMO and LUMO, the calculation gives 0.4002 hartree. The LUMO energy comes out at 0.9 eV. As for the maximum force: 1.3 eV/A. The energy above the lowest of the compared OMol25 structures with the same formula, charge and spin comes out at 1.8220 eV. The spin multiplicity is 1.

***

(2)
C5H6O2 | ωB97M-V with the def2-TZVPD basis set

Last column: Mulliken charge in e.
Geometry (Å):
O (1.70785, 0.47610, 1.76707)  -0.547
C (0.91704, 0.26312, 0.88086)  0.340
C (0.69177, -1.08380, 0.19492)  -0.380
C (-0.60856, -0.86006, -0.57888)  -0.389
C (-0.90959, 0.58225, -0.73593)  0.295
O (-1.78800, 1.03733, -1.43035)  -0.591
C (-0.01015, 1.30193, 0.24563)  -0.409
H (0.61848, -1.89612, 0.92450)  0.282
H (1.57689, -1.32906, -0.42019)  0.288
H (-1.49769, -0.67924, 0.16360)  0.147
H (-0.75671, -1.47494, -1.47838)  0.376
H (-0.48502, 1.95986, 0.97652)  0.343
H (0.56154, 1.89921, -0.46400)  0.244

For the gap between HOMO and LUMO, the calculation gives 0.3770 hartree. The LUMO energy comes out at 0.6 eV. As for the maximum force: 2.6 eV/A. The energy above the lowest of the compared OMol25 structures with the same formula, charge and spin comes out at 0.9026 eV. The spin multiplicity is 1.

***

(3)
C5H6O2 | ωB97M-V with the def2-TZVPD basis set

Last column: Mulliken charge in e.
Geometry (Å):
O (2.89863, 0.72749, 0.93981)  -0.432
C (2.17146, 0.62174, -0.01045)  -0.037
C (0.97811, 1.68582, -0.46429)  -0.523
C (-0.10267, 0.74517, -0.30198)  0.058
C (-0.74403, -0.23953, -0.07046)  0.137
C (-1.84956, -1.17236, 0.05897)  -0.484
O (-1.48640, -2.42077, 0.58346)  -0.505
H (2.30852, -0.32445, -0.58980)  0.368
H (0.82007, 2.55413, 0.21105)  0.278
H (0.95278, 2.07963, -1.50919)  0.302
H (-2.63420, -0.70280, 0.66537)  0.259
H (-2.23766, -1.34316, -0.94079)  0.266
H (-1.07505, -2.21092, 1.42830)  0.314

For the gap between HOMO and LUMO, the calculation gives 0.3828 hartree. The LUMO energy comes out at 0.6 eV. As for the maximum force: 1.2 eV/A. The energy above the lowest of the compared OMol25 structures with the same formula, charge and spin comes out at 3.0643 eV. The spin multiplicity is 1.

***

(4)
C5H6O2 | ωB97M-V with the def2-TZVPD basis set

Last column: Mulliken charge in e.
Geometry (Å):
C (-0.69058, -0.43114, 2.74681)  0.323
C (-0.84524, -0.16362, 1.57920)  -0.530
C (-0.91299, 0.16909, 0.18090)  -0.145
O (-2.06667, 0.38180, -0.48451)  -0.627
C (0.18621, 0.27500, -0.59136)  0.416
C (1.51435, -0.34843, -0.50437)  -1.029
O (-0.17165, 0.70270, -1.91369)  -0.602
H (-0.57134, -0.68013, 3.78227)  0.416
H (-1.62923, 0.48795, -1.45445)  0.508
H (2.28573, 0.22654, -1.02305)  0.293
H (1.42952, -1.32531, -0.99730)  0.243
H (1.79384, -0.49528, 0.53633)  0.328
H (-0.07271, 1.62466, -1.63514)  0.406

For the gap between HOMO and LUMO, the calculation gives 0.3305 hartree. The LUMO energy comes out at 0.6 eV. As for the maximum force: 2.6 eV/A. The energy above the lowest of the compared OMol25 structures with the same formula, charge and spin comes out at 3.3577 eV. The spin multiplicity is 1.

***

(5)
C5H6O2 | ωB97M-V with the def2-TZVPD basis set

Last column: Mulliken charge in e.
Geometry (Å):
O (-1.74870, 0.42100, 0.43965)  -0.455
C (-1.05574, -0.82074, 0.10843)  -0.547
C (0.08257, -0.12778, -0.65085)  0.150
C (-0.43418, 1.25182, -0.12580)  0.007
O (-0.06114, 1.68225, 1.04078)  -0.670
C (1.44498, -0.47565, -0.28293)  -0.835
C (2.57494, -0.77815, -0.00284)  0.237
H (-1.11953, 0.93568, 1.31726)  0.452
H (-0.75661, -1.34668, 1.01675)  0.330
H (-1.69390, -1.46769, -0.49705)  0.261
H (-0.05165, -0.20922, -1.73504)  0.317
H (-0.75712, 1.97588, -0.88550)  0.335
H (3.57607, -1.04073, 0.25713)  0.419

For the gap between HOMO and LUMO, the calculation gives 0.3880 hartree. The LUMO energy comes out at 0.9 eV. As for the maximum force: 0.5 eV/A. The energy above the lowest of the compared OMol25 structures with the same formula, charge and spin comes out at 4.6490 eV. The spin multiplicity is 1.

***

(6)
C5H6O2 | ωB97M-V with the def2-TZVPD basis set

Last column: Mulliken charge in e.
Geometry (Å):
O (-2.72267, 1.25529, -0.24966)  -0.444
C (-2.46656, 0.08082, -0.30829)  -0.010
C (-1.67022, -0.66166, 0.76275)  -0.540
C (-0.23743, -0.42781, 0.56945)  -0.183
C (0.93543, -0.21852, 0.38784)  0.537
C (2.34958, 0.11626, 0.15641)  -0.610
O (2.54344, 0.90977, -0.99499)  -0.519
H (-2.79835, -0.53047, -1.16794)  0.325
H (-1.98734, -0.29100, 1.74333)  0.279
H (-1.88712, -1.73379, 0.70079)  0.288
H (2.74856, 0.60343, 1.05906)  0.263
H (2.92833, -0.79778, -0.00422)  0.296
H (1.96978, 1.68245, -0.91364)  0.318

For the gap between HOMO and LUMO, the calculation gives 0.3922 hartree. The LUMO energy comes out at 0.8 eV. As for the maximum force: 0.5 eV/A. The energy above the lowest of the compared OMol25 structures with the same formula, charge and spin comes out at 2.4571 eV. The spin multiplicity is 1.

***

(7)
C5H6O2 | ωB97M-V with the def2-TZVPD basis set

Last column: Mulliken charge in e.
Geometry (Å):
C (0.96493, 0.47332, -1.64673)  -1.250
C (0.37030, 0.24723, -0.28610)  -0.449
O (-1.07786, 0.58027, -0.36142)  -0.145
C (-1.70176, 0.75171, 0.71508)  0.329
O (-1.16939, 0.61496, 1.88449)  -0.399
C (0.56241, -0.97711, 0.39495)  -0.309
C (0.71657, -1.92550, 1.14691)  0.065
H (2.02624, 0.20976, -1.59282)  0.345
H (0.90713, 1.52718, -1.94159)  0.339
H (0.51266, -0.13088, -2.44940)  0.279
H (-0.21414, 0.37834, 1.74472)  0.386
H (-2.73785, 1.07348, 0.67767)  0.384
H (0.84077, -2.82277, 1.71425)  0.425

For the gap between HOMO and LUMO (spin up / spin down), the calculation gives 0.2732 / 0.2732 hartree. The LUMO energy (spin up / spin down) comes out at 0.5 / 0.5 eV. As for the maximum force: 0.4 eV/A. The energy above the lowest of the compared OMol25 structures with the same formula, charge and spin comes out at 4.6314 eV. The spin multiplicity is 1.

***

(8)
C5H6O2 | ωB97M-V with the def2-TZVPD basis set

Last column: Mulliken charge in e.
Geometry (Å):
O (0.92877, -1.14945, 0.88447)  -0.494
C (0.84519, -0.74030, -0.29664)  0.650
C (-0.42282, -1.12339, -1.06570)  -0.492
O (-1.26062, -0.08706, -0.46764)  -0.440
C (-0.34486, 0.88586, 0.13420)  0.082
C (0.03711, 0.55754, 1.52891)  -0.565
C (0.97705, 0.66545, -0.51113)  -0.578
H (-0.83049, -2.09688, -0.78671)  0.289
H (-0.36184, -1.01106, -2.15102)  0.267
H (-0.76029, 1.89447, 0.04437)  0.410
H (-0.47840, -0.20320, 2.10428)  0.286
H (0.57263, 1.31924, 2.08928)  0.292
H (1.09859, 1.08878, -1.50669)  0.292

For the gap between HOMO and LUMO (spin up / spin down), the calculation gives 0.2682 / 0.3067 hartree. The LUMO energy (spin up / spin down) comes out at -0.6 / -0.5 eV. As for the maximum force: 0.8 eV/A. The energy above the lowest of the compared OMol25 structures with the same formula, charge and spin comes out at 6.1855 eV. The spin multiplicity is 1.